Entry from OMol25: a 8-piece molecular cluster, ClH14O11 overall at a distorted geometry (wB97M-V/def2-TZVPD).

Calculated total energy ... -35260.161 eV
<S²> ... 0.761

Structure (ORCA input):
```
! RIJCOSX wB97M-V def2-TZVPD def2/J DEFGRID3
* xyz 0 2
Cl -9.070 -17.203 -9.498
O -9.044 -17.454 -10.848
O -7.703 -17.608 -9.063
O -9.302 -15.822 -9.298
O -10.030 -18.004 -8.706
O -6.272 -14.631 -8.882
H -6.832 -15.215 -9.394
H -6.855 -13.928 -8.597
O -8.827 -20.943 -10.028
H -8.784 -21.239 -10.937
H -8.461 -20.058 -10.046
O -9.438 -14.780 -12.811
H -9.182 -15.518 -12.258
H -8.841 -14.820 -13.557
O -9.924 -15.804 -6.099
H -10.809 -16.105 -5.891
H -9.766 -16.120 -6.988
O -5.558 -18.943 -10.651
H -6.115 -18.632 -11.364
H -6.026 -18.694 -9.854
O -8.058 -18.942 -6.309
H -8.464 -18.597 -7.104
H -7.601 -19.733 -6.596
O -11.758 -15.163 -11.036
H -11.524 -15.062 -10.114
H -11.493 -16.057 -11.254
*
```